Below is C37H40MoOP2 as an isolated structure at a distorted geometry, with properties calculated with the ωB97M-V functional and the def2-TZVPD basis.

```
81
Properties=species:S:1:pos:R:3:forces:R:3
H 3.6223 5.2502 -0.5516 -0.018 -0.254 0.179
H 4.4670 -4.2882 2.2787 0.040 0.251 -0.102
H 7.2250 -1.2025 1.1063 -0.334 0.009 0.081
C 3.3837 1.8611 -0.3127 0.011 0.180 0.079
C 0.5507 0.0596 -3.1181 0.563 0.482 -0.236
C -2.5553 0.6587 0.4452 0.149 1.479 0.052
C 1.9052 0.3534 3.3845 -0.185 0.079 0.384
H -3.0435 -1.0600 -2.6089 0.117 0.219 0.050
Mo -1.0163 0.6330 -1.8876 -0.327 0.158 3.797
H -3.5527 -4.5722 -0.5319 0.039 0.183 0.311
H -0.2499 -0.4853 4.9003 -0.244 -0.058 -0.014
C -0.3552 2.2244 -4.1856 -0.004 0.731 -0.677
H -1.6727 0.9682 -5.4159 0.017 0.077 0.477
H 1.1717 2.0971 -2.5902 -0.240 -0.173 0.098
C -3.9969 -3.6697 2.7220 -0.093 0.129 0.019
H 6.7905 -3.5733 1.7284 -0.385 0.379 -0.027
C 5.1659 -0.5777 1.3436 -0.168 -0.103 0.081
C 1.1114 -0.3324 0.6067 1.897 1.161 0.009
H -0.5013 3.2730 -3.8904 -0.010 -0.218 0.064
H -2.4051 2.4225 -4.8104 0.329 -0.264 0.019
C -3.3911 -2.4120 2.7030 0.216 -0.134 -0.293
C -3.9056 0.4847 0.0837 0.410 -0.292 0.315
C 4.6648 -3.2523 2.0059 -0.156 0.197 0.026
C 0.3831 1.5142 -3.0823 0.798 -0.684 -0.847
H -3.4058 -1.7748 3.5918 -0.022 -0.403 -0.298
H -1.8639 -1.5515 -4.9911 -0.017 0.230 0.356
C -4.6059 1.4940 -0.5619 -0.151 0.403 -0.075
C -1.8892 1.8846 0.0377 -0.893 -0.244 0.644
C 2.9918 1.7566 1.0358 -0.177 0.389 -0.021
H 0.0740 -0.2632 -5.2250 -0.029 0.029 0.477
C 5.9698 -2.8462 1.7015 -0.295 0.184 -0.042
C -4.0130 2.7405 -0.7946 -0.507 -0.220 -0.155
C 2.8421 2.9170 1.8096 0.034 -0.166 -0.085
H -1.2647 -2.3989 -3.6040 -0.056 0.414 0.086
H -0.8365 2.0541 0.3356 -0.581 0.062 -0.007
H -5.6507 1.3163 -0.8266 0.329 0.172 0.105
C -2.6628 2.9329 -0.5369 1.025 -0.596 0.395
C -2.2086 -0.5346 -3.0845 -0.326 0.222 -0.977
O -1.7236 1.2829 3.4673 0.609 -2.807 -0.337
H 2.9474 5.0679 1.8522 0.101 -0.268 -0.220
H 5.3854 0.4632 1.0938 -0.105 -0.338 0.086
H -2.4278 -2.3645 -0.5878 -0.150 -0.226 0.393
H 0.2404 2.2956 -5.1146 -0.054 -0.182 0.372
H 2.5355 2.8337 2.8564 0.116 0.187 -0.389
C -2.8563 -2.7362 0.3525 0.229 -0.179 -0.005
C 3.0778 4.1709 1.2442 0.011 -0.047 -0.241
C -4.0195 -4.4694 1.5773 0.050 0.175 0.069
C -1.5130 0.0763 3.2842 -0.554 2.770 0.795
C -2.7470 -1.9797 1.5299 -0.077 -0.305 0.340
H -4.6304 3.5584 -1.1783 0.337 -0.298 0.049
C -1.7263 1.6034 -4.5152 -0.697 0.544 -1.104
H -0.8261 -1.9051 3.9583 -0.062 0.429 -0.036
H 0.7336 -1.6320 -4.3946 -0.249 0.288 0.051
C -2.4071 0.8928 -3.3637 -0.613 -0.555 -0.105
H -4.4523 -4.0193 3.6455 0.042 0.033 -0.206
H 1.7136 -0.6448 3.8015 0.130 0.289 -0.097
P -1.6978 -0.5226 1.5479 0.507 -0.620 -2.429
H -2.1775 3.8935 -0.7168 -0.204 -0.264 -0.037
H -4.4214 -0.4406 0.3558 0.175 0.344 -0.107
C 0.0346 -0.7895 -4.2568 0.402 -0.791 -0.892
C -1.3745 -1.3794 -4.0143 0.304 -0.793 -0.578
C -1.0938 -0.9105 4.3475 0.085 -0.098 0.056
C 6.2098 -1.5123 1.3577 -0.159 -0.072 0.078
H 0.9872 0.9517 3.4031 0.220 -0.039 0.119
H 1.5528 -0.4012 -0.3978 0.073 -0.250 0.348
H -1.9201 -1.0494 5.0570 0.154 0.175 -0.115
C 3.8513 -0.9819 1.6594 0.224 -0.392 -0.061
C 3.6125 3.1179 -0.8823 -0.001 -0.189 0.287
C 3.6085 -2.3361 1.9736 0.315 0.203 -0.026
H 1.4536 -0.3292 -2.6357 -0.179 0.150 0.042
C 3.4550 4.2715 -0.1008 -0.095 -0.197 0.089
C -0.1575 -0.8720 0.6942 -1.975 -1.314 -0.095
P 2.4372 0.1668 1.6981 0.293 -0.051 -1.173
H -4.4653 -5.4681 1.6111 0.137 0.437 -0.012
H 2.6875 0.8545 3.9733 -0.229 -0.251 -0.153
C -3.4841 -3.9805 0.3833 -0.028 0.122 -0.120
H 2.5909 -2.6637 2.2000 0.278 -0.003 -0.065
H -0.3366 -1.6785 -0.0496 -0.229 0.322 0.499
H -3.3789 1.3138 -3.0803 0.292 -0.188 0.062
H 3.5236 0.9616 -0.9164 -0.045 0.225 0.129
H 3.9260 3.1886 -1.9304 -0.133 0.009 0.486
```
Forces are in eV/Å.

Summary:
E_HOMO (spin up / spin down) = -0.437 / -0.501 Ha
LUMO (spin up / spin down) = -6.15 / -6.20 eV
charge = +2
total energy = -61479.1391 eV
ΔE to the lowest compared entry with this formula, charge and spin = 0.0 kJ/mol
spin multiplicity = 3

Let us look at the Mulliken charges, expressed in e, one per atom: 0.435, 0.395, 0.400, -0.270, -0.008, 0.603, -1.700, 0.728, 0.206, 0.454, 0.459, -1.057, 0.331, 0.340, -0.779, 0.394, -0.237, 0.127, 0.414, 0.418, -0.535, -0.531, -0.669, -0.275, 0.562, 0.334, -0.659, -0.896, 0.088, 0.305, -0.482, -0.766, -0.539, 0.418, 0.640, 0.462, -0.258, -0.320, -0.507, 0.440, 0.381, 0.152, 0.361, 0.325, 0.153, -0.767, -0.580, 0.644, -0.163, 0.426, -1.048, 0.432, 0.451, 0.074, 0.434, 0.413, 1.789, 0.538, 0.440, -0.948, -1.270, -1.688, -0.682, 0.600, -0.154, 0.462, 0.391, -0.823, -0.634, 0.643, -0.568, -0.961, 1.897, 0.418, 0.514, -0.882, 0.313, 0.751, 0.632, 0.597, 0.470

=====

Below is C37H40NO2Sb2W as an isolated structure at a distorted geometry, with properties calculated with the ωB97M-V functional and the def2-TZVPD basis.

```
83
Properties=species:S:1:pos:R:3:forces:R:3
H 1.0992 0.4386 -2.2229 -0.003 0.414 -0.365
C 0.5047 -3.7565 -0.2501 0.107 -0.480 0.448
H -2.2707 -0.6410 4.0083 -0.370 -0.569 -0.074
H 2.4988 -2.7285 -3.3655 -0.335 -0.076 0.526
H -3.8876 -0.0264 -1.0636 -0.244 0.188 0.581
H 2.5961 3.1504 -1.4880 -0.251 -0.484 -0.051
C -2.9971 2.8390 -1.0122 0.619 -0.714 0.688
H 4.5717 -0.2840 0.0021 -0.311 0.001 0.310
H 4.2751 3.4263 -1.4391 0.345 -0.465 0.133
C -1.5534 2.3624 2.7204 -0.879 1.165 -1.287
N 3.4315 2.8737 0.4717 -1.060 0.318 0.165
H 5.6148 1.0650 0.0114 -0.142 0.465 -0.380
C -0.8807 1.8796 -5.2432 1.663 -0.765 0.419
C 0.8614 -5.5882 4.6650 0.315 2.140 -1.836
C 2.4265 0.8098 1.3106 -0.668 1.513 -0.166
H 2.6038 -4.6171 1.9423 -0.315 0.204 0.301
O 1.3205 1.4473 1.1958 1.241 -1.506 -0.083
C 0.3366 -4.4948 -1.4076 2.219 1.877 -0.631
C -1.4694 1.7065 -4.0178 -0.124 0.571 0.717
H -1.3445 2.3401 -6.0860 -0.570 0.048 -0.305
O 2.5792 -0.4058 1.5943 1.257 0.130 0.278
C -0.6832 1.2938 -2.9065 -2.427 0.931 -0.799
C 4.5601 0.7995 -0.0926 -0.138 0.263 1.341
C -0.3594 2.0181 3.3620 0.911 0.347 1.423
C -5.0890 3.7737 -0.2440 1.309 -0.487 -0.786
H -5.7288 5.5415 -1.1520 0.398 0.170 -0.414
H 0.1306 0.2212 4.6880 -0.296 0.452 -0.861
C -3.7580 4.8880 -1.8991 -1.165 1.317 -0.952
C -0.5289 0.7220 3.9503 0.077 -0.216 0.599
H 2.9358 0.5848 -1.4089 -0.050 0.672 -0.152
H 4.4170 1.1043 -2.2423 -0.387 0.141 0.432
H -2.9449 -0.6597 -2.3152 0.342 0.612 0.210
H 1.0278 1.7858 -6.2580 -0.507 -0.600 -0.013
H -1.8459 -2.1429 1.5313 -0.279 0.197 0.019
H 4.3544 1.5570 2.0036 -0.614 0.399 -0.574
C 1.9100 -2.9975 -2.4747 0.533 -0.399 -0.914
C 1.3844 -2.6805 -0.1598 -0.417 0.026 -0.331
C 0.1863 -3.3533 4.0101 0.674 1.406 -1.407
C -2.3924 -1.5309 -0.4649 -0.259 1.129 1.626
H -0.6127 -4.4272 5.6657 0.063 0.183 -0.186
C 1.2212 0.9985 -4.3103 -0.823 -0.390 0.000
H 2.3809 -6.4719 3.4537 0.052 -0.379 -0.378
H -0.5435 -2.5407 4.0322 0.255 -0.095 0.535
C -4.9166 4.8207 -1.1233 0.161 -0.132 0.138
C 0.1150 -4.4158 4.8560 -0.746 -1.784 1.164
C 1.8757 -4.5400 2.7612 0.996 1.952 -1.499
H -2.5002 2.0261 -3.9118 -0.018 -0.152 0.246
C 3.8098 1.2456 -1.3267 0.756 -0.075 -0.659
C -2.8616 -0.2947 -1.2715 -1.153 -3.534 -1.088
H 0.7325 -6.4403 5.2532 -0.149 -1.032 1.077
H -3.1302 -2.3256 -0.5148 -0.007 -0.233 -0.335
H 0.9893 -4.6895 -3.4227 0.121 -0.259 -0.538
H -1.8566 3.2593 2.1406 0.671 -0.536 0.632
C -2.7949 3.9013 -1.8748 -1.639 0.475 1.322
H -3.4274 1.2038 2.3296 0.914 0.303 0.969
W -0.7074 0.4785 1.5840 -0.031 -0.207 0.254
C 0.4642 1.4868 -5.3657 1.125 1.190 -0.617
H 4.0400 3.6192 0.8600 -0.464 -0.400 -0.460
H -1.4161 -1.9061 -0.7414 0.102 -0.109 -0.879
Sb -1.6011 1.2381 -1.0527 0.328 1.262 1.206
H -6.0246 3.7102 0.2434 -0.594 -0.259 0.893
H -4.3559 1.9932 0.5472 0.521 -0.479 -0.198
C -1.8407 0.2511 3.6240 0.833 1.305 -0.217
C 2.0699 -2.2928 -1.3024 0.027 0.161 0.240
C 0.5909 0.9202 -3.0737 2.228 -1.307 0.596
C 1.1602 -3.3318 2.9804 -0.611 -0.977 0.500
H 2.4122 3.0624 0.7206 1.464 0.084 -0.245
C 3.7462 1.5481 1.0702 0.824 -1.541 -0.678
Sb 1.0404 -1.6947 1.6533 -1.471 -1.576 -0.372
C -2.4521 1.2975 2.8684 -1.723 -1.438 -1.004
C -4.1008 2.7728 -0.1578 -1.023 0.839 -0.307
H -0.2003 -5.3728 -1.4526 -1.389 -1.609 0.132
H 2.2257 0.6033 -4.4200 -0.034 0.337 -0.227
H -1.9311 4.0330 -2.4363 1.374 -0.098 -1.106
H -3.2272 -1.0243 1.5309 1.053 -0.054 -0.438
H 0.4832 2.7133 3.5904 -0.689 -0.905 -0.625
H 0.0614 -4.0995 0.6651 -0.568 -0.251 0.225
C -2.2217 -1.2198 1.0538 -0.154 0.594 0.393
H -3.7294 5.7127 -2.6318 0.431 -0.438 0.506
C 3.5162 2.7189 -1.0998 -0.208 0.848 0.607
C 1.7383 -5.6219 3.5681 -0.468 -0.523 1.692
C 1.0945 -4.1208 -2.5270 -0.816 0.373 0.796
H 2.7919 -1.5057 -1.2885 0.282 0.529 0.097
```
Forces are in eV/Å.

Summary:
E_HOMO (spin up / spin down) = -0.590 / -0.589 Ha
LUMO (spin up / spin down) = -8.28 / -9.42 eV
charge = +3
total energy = -59475.2022 eV
spin multiplicity = 3

Let us look at the Mulliken charges, expressed in e, one per atom: -0.125, -1.191, 0.644, 0.446, 0.679, 0.362, 0.802, 0.462, 0.417, -0.330, -0.092, 0.431, -0.916, -0.506, 0.672, 0.368, -1.041, -1.160, -0.403, 0.475, -1.191, -0.384, -1.009, -0.603, -0.930, 0.419, 0.531, -0.632, -0.365, -0.906, 0.647, 0.546, 0.350, 0.581, 0.472, -0.540, 0.937, 0.096, -0.470, 0.392, -0.603, 0.436, 0.089, -0.541, -0.785, -0.300, 0.575, 0.623, -1.386, 0.501, 0.623, 0.464, 0.560, -0.786, 0.536, 1.308, -0.611, 0.432, -0.007, 1.465, 0.452, 0.335, -0.511, -0.082, 0.651, 0.420, 0.249, -0.159, 1.170, -0.371, -0.334, 0.619, 0.453, 0.639, 0.542, 0.587, 0.472, -1.239, 0.362, -0.770, -0.782, -0.704, 0.473

=====

Below is C37H40O2P2Zn as an isolated structure at a distorted geometry, with properties calculated with the ωB97M-V functional and the def2-TZVPD basis.

```
82
Properties=species:S:1:pos:R:3:forces:R:3
H -3.3186 2.6945 1.2376 0.355 -0.025 0.002
C 4.8158 -0.6442 -1.8311 -0.269 -0.051 0.229
C -2.5869 -2.1606 -1.9152 -0.149 -0.893 -0.157
C 0.1243 2.1510 -7.0232 0.188 0.298 0.302
P 2.0534 -0.0622 -1.7088 -0.497 1.394 -0.884
C -2.9808 0.5609 -2.9772 1.065 -0.020 0.162
O -1.6409 0.2368 0.5947 0.193 1.446 0.431
H -1.3541 0.9583 -8.0431 -0.105 0.282 -0.262
H -1.8465 -1.3927 -7.4826 0.249 -0.127 0.314
C 3.5137 -1.0906 -1.5820 0.205 -0.595 -0.435
O -1.1286 2.2251 -0.3925 -0.288 -0.762 1.169
H -1.2002 -2.2225 -6.0583 -0.004 0.096 -0.146
C -2.9194 -3.1214 -2.8905 -0.189 -0.059 0.425
C -2.5136 1.9169 -3.2383 -2.960 0.094 -1.297
H 2.2688 -2.7757 -1.0978 0.051 -0.063 0.108
C 0.2061 -0.8468 -7.0188 -0.167 -0.677 -0.448
H -3.8572 -3.7410 0.8304 0.026 -0.013 -0.080
H -1.9293 2.5566 -7.4630 0.116 -0.411 -0.266
C 1.0678 -0.7979 -2.9995 -1.238 -1.629 -1.025
H 0.5545 -0.8083 -0.0173 -0.070 0.197 -0.055
H -0.4701 -1.8536 -4.0160 0.634 0.550 0.021
C -5.2545 1.3995 -2.8038 0.269 -0.181 -0.204
H -3.0587 4.0042 -2.9826 -0.172 0.001 -0.473
H -1.8821 2.0680 -4.1111 -0.250 -0.012 0.478
H -2.6127 -0.6718 -4.9525 0.407 0.481 -0.256
C 5.8820 -1.5016 -1.5726 0.117 0.056 0.016
H 0.1201 -0.3852 -8.0133 0.245 -0.151 0.250
C 2.9003 3.9691 -1.5992 0.081 -0.461 -0.359
C -3.6085 -4.2829 -2.5161 0.039 -0.034 0.060
C -3.4431 2.9911 -3.0427 -0.155 -0.772 0.263
H 6.4966 -3.4313 -0.8502 0.028 0.018 -0.016
C 1.3109 -0.0271 -0.1152 -0.234 0.121 0.635
C -3.5993 -3.5748 -0.2105 -0.002 -0.158 -0.249
H -3.8922 -5.0133 -3.2723 0.110 0.146 0.094
C 3.1967 3.2462 -3.8976 0.079 -0.457 0.459
C -4.3582 0.3325 -2.8584 0.305 0.175 0.471
H 4.9900 0.3647 -2.2016 -0.026 -0.190 0.156
H -2.6498 -2.9666 -3.9440 -0.171 -0.036 0.432
C -1.6522 1.5024 0.5481 0.188 -0.756 -1.636
H 2.0877 -0.1797 0.6253 0.215 -0.057 0.186
C -4.7909 2.7175 -2.8473 0.529 0.237 0.268
C -3.9489 -4.5245 -1.1785 0.272 0.683 -0.132
Zn -0.5783 1.8992 -2.6741 2.108 0.408 2.193
H -4.4868 -5.4271 -0.8900 0.141 0.205 -0.137
C 5.6611 -2.7852 -1.0832 -0.141 0.193 -0.193
H 0.8327 0.9414 0.0579 -0.301 -0.193 -0.204
H -2.6718 1.7018 -5.5735 0.096 -0.505 0.097
H 3.3742 5.2791 -3.2286 -0.036 0.129 -0.093
C -1.3257 1.6699 -7.2169 0.162 0.301 -0.568
H 3.3966 3.4828 -4.9465 0.021 -0.154 0.396
H 1.7679 -1.2582 -3.7147 -0.309 -0.028 0.413
C -1.9352 -0.2592 -5.7092 -0.760 -0.039 -0.693
C -1.9694 1.0222 -6.0565 -1.287 0.465 0.613
H 0.6260 2.0837 -8.0078 -0.062 0.167 0.401
H 0.7531 -1.8003 -7.1373 -0.100 0.482 -0.190
C 4.3612 -3.2513 -0.9241 -0.104 -0.070 0.046
H 0.1528 3.2074 -6.7143 -0.167 -0.261 -0.197
H -6.3119 1.2115 -2.6740 -0.009 -0.068 -0.078
C 3.1682 4.2603 -2.9408 -0.141 -0.190 0.263
C -2.3952 2.2444 1.6292 -0.110 0.039 0.463
P -1.7086 -0.6049 -2.2439 -0.197 1.662 0.799
H 3.0208 1.1241 -4.2240 -0.043 -0.019 -0.150
H -4.7193 -0.6874 -2.7515 0.038 0.120 0.133
H 2.3712 2.4279 -0.2111 -0.038 0.139 -0.094
H -2.6271 -1.6690 0.1815 -0.104 -0.095 -0.089
H -5.4938 3.5377 -2.7445 0.065 -0.055 0.087
C 2.5851 1.6109 -2.1822 0.358 0.838 -0.317
C 0.9240 1.3622 -6.0147 0.616 -0.322 -0.900
H 1.7586 -0.5083 -5.5313 -0.292 0.285 0.122
H 6.8974 -1.1515 -1.7380 -0.149 -0.065 0.019
H 2.8828 4.7565 -0.8415 0.023 -0.316 -0.305
C 2.9602 1.9242 -3.5001 0.042 0.021 0.175
C -2.9177 -2.4109 -0.5615 0.074 0.076 -0.683
H -1.7521 3.0206 2.0481 -0.158 0.137 -0.101
C -1.2375 -1.2519 -6.5685 0.511 -0.295 -0.151
C 3.2885 -2.4202 -1.2005 0.194 0.319 0.148
H 1.5999 1.9550 -5.3788 -0.637 -0.617 -0.332
H 4.1729 -4.2561 -0.5641 0.073 0.023 -0.085
C -0.2600 -1.0892 -3.2431 1.202 -0.697 -0.179
C 0.9955 0.0285 -6.0972 0.657 0.325 0.305
H -2.6546 1.5419 2.4191 -0.092 0.041 0.037
C 2.6188 2.6510 -1.2446 -0.164 -0.065 0.482
```
Forces are in eV/Å.

Summary:
E_HOMO (spin up / spin down) = -0.185 / -0.184 Ha
LUMO (spin up / spin down) = -0.25 / -0.25 eV
charge = 0
total energy = -110101.6984 eV
ΔE to the lowest compared entry with this formula, charge and spin = 212.3 kJ/mol

Let us look at the Mulliken charges, expressed in e, one per atom: 0.261, -0.266, -0.069, -1.126, 2.498, 0.828, -0.594, 0.307, 0.573, 0.033, -0.591, 0.144, -0.003, 0.568, 0.389, -1.441, 0.423, 0.464, -1.023, 0.450, 0.385, -0.664, 0.433, -1.401, 0.997, -0.691, 0.286, -0.709, -0.612, -0.228, 0.392, -1.423, -0.577, 0.412, -0.565, -0.485, 0.361, 0.120, 0.754, 0.602, -0.789, -0.586, 0.056, 0.364, -0.485, 0.084, 0.967, 0.414, -1.183, 0.465, 0.958, -0.183, -0.507, 0.424, 0.490, -0.678, 0.306, 0.404, -0.588, -1.376, 1.374, 0.805, 0.425, 0.320, 0.504, 0.383, 0.209, 0.564, 0.830, 0.393, 0.409, -0.837, -0.549, 0.314, -1.265, -0.458, -0.966, 0.399, -0.801, 0.290, 0.359, -0.472